The following is a DFT calculation (wB97M-V/def2-TZVPD) of a cluster of 2 separate species, C5H10O in total.

```
! RIJCOSX wB97M-V def2-TZVPD def2/J DEFGRID3
* xyz 0 1
O -0.161 -1.445 2.032
C 0.328 -0.791 0.935
C -0.517 -0.414 -0.145
C -0.098 1.039 -0.087
C 0.551 1.024 -1.457
C 0.273 -0.490 -1.479
H 0.564 -2.010 2.336
H -1.513 0.648 2.117
H 1.395 -0.625 0.928
H -1.557 -0.742 -0.096
H 0.049 1.726 0.732
H -1.727 1.177 1.638
H -0.030 1.571 -2.219
H 1.600 1.316 -1.574
H 1.172 -1.099 -1.366
H -0.329 -0.886 -2.295
*
```

- LUMO energy (alpha / beta) (eV) = 0.7 / 0.7
- HOMO level (alpha / beta) (eV) = -7.05 / -6.75
- calculated total energy (eV) = -7389.1324

=====

The following is a DFT calculation (wB97M-V/def2-TZVPD) of the molecule C6H9N in a non-equilibrium geometry.

```
! RIJCOSX wB97M-V def2-TZVPD def2/J DEFGRID3
* xyz 0 1
C -0.012 2.601 -0.106
C 0.058 1.139 -0.306
C 0.716 0.377 -1.203
C 0.709 -1.111 -0.793
C -0.249 -0.912 0.402
C -0.765 -1.993 1.220
N -0.521 0.334 0.655
H 0.651 3.080 -0.863
H 0.421 2.794 0.997
H -0.952 3.140 -0.048
H 1.208 0.766 -2.103
H 0.103 -1.714 -1.601
H 1.685 -1.675 -0.503
H -0.082 -2.767 1.321
H -1.742 -2.428 0.733
H -1.229 -1.631 2.199
*
```

- LUMO energy (eV) = 1.0
- HOMO level (eV) = -8.41
- calculated total energy (eV) = -7856.5384
- SMILES = CC1=CCC(C)=N1

=====

The following is a DFT calculation (wB97M-V/def2-TZVPD) of a structure of composition C16H18N5O7STl.

```
! RIJCOSX wB97M-V def2-TZVPD def2/J DEFGRID3
* xyz -2 1
Tl 0.486 1.567 -1.089
C -3.430 -0.661 0.712
C -2.831 0.703 0.518
N -2.599 1.246 -0.614
N -2.760 0.429 -1.718
C -2.799 1.004 -2.967
N -2.137 0.300 -3.895
S -3.682 2.392 -3.281
C -2.378 1.457 1.721
C -2.551 0.923 2.998
C -1.972 1.557 4.081
C -1.259 2.727 3.874
C -1.194 3.216 2.578
N -1.732 2.610 1.531
H -3.887 -1.002 -0.214
H -4.206 -0.629 1.479
H -2.657 -1.366 1.030
H -2.272 -0.462 -1.656
H -1.315 -0.235 -3.563
H -2.076 0.740 -4.797
H -3.087 -0.002 3.140
H -2.063 1.132 5.073
H -0.753 3.234 4.685
H -0.667 4.142 2.365
O -0.361 -1.684 2.296
C 0.164 -1.121 1.314
O -0.231 -0.057 0.762
C 1.474 -1.730 0.770
C 2.616 -0.712 0.952
C 3.980 -1.412 0.804
C 4.050 -1.606 -0.733
C 2.702 -1.013 -1.171
O 2.561 0.077 -0.239
C 1.575 -1.979 -0.772
C 0.274 -1.815 -1.563
O -0.474 -2.798 -1.644
O 0.066 -0.682 -2.100
H 1.656 -2.641 1.339
H 2.513 -0.075 1.828
H 4.781 -0.760 1.159
H 4.020 -2.348 1.364
H 4.862 -1.029 -1.175
H 4.158 -2.649 -1.032
H 2.678 -0.633 -2.189
H 1.878 -3.011 -0.953
O 3.878 1.011 -3.467
N 3.017 1.661 -4.089
O 1.982 1.984 -3.453
*
```

- LUMO energy (eV) = 4.7
- HOMO level (eV) = -1.63
- calculated total energy (eV) = -54196.5189

=====

The following is a DFT calculation (wB97M-V/def2-TZVPD) of a structure of composition C35H52BBrCl2N6O2Rh in a non-equilibrium geometry.

```
! RIJCOSX wB97M-V def2-TZVPD def2/J DEFGRID3
* xyz 1 5
Rh 6.094 -8.385 14.928
C 6.384 -5.399 17.557
C 6.026 -6.752 18.170
C 5.985 -6.699 19.709
C 6.975 -7.929 17.852
C 7.932 -8.579 18.692
C 8.480 -9.667 17.983
C 9.686 -10.495 18.375
C 9.734 -11.012 19.867
C 10.904 -9.581 18.174
N 7.847 -9.737 16.773
N 6.996 -8.569 16.686
B 7.206 -10.974 15.984
N 7.375 -10.922 14.416
N 6.520 -10.022 13.735
C 6.768 -10.082 12.382
C 7.831 -11.010 12.205
C 8.208 -11.470 13.486
C 9.492 -12.182 13.727
C 10.585 -11.316 13.017
C 9.868 -12.407 15.210
C 5.906 -9.425 11.385
C 6.512 -8.141 10.707
C 4.552 -9.066 11.975
N 5.571 -10.876 16.211
N 4.865 -9.643 15.931
C 3.543 -9.896 15.936
C 3.349 -11.214 16.368
C 4.626 -11.771 16.470
C 5.069 -13.237 16.729
C 5.590 -13.880 15.442
C 5.978 -13.356 17.953
C 2.447 -8.872 15.725
C 2.399 -7.857 16.871
C 1.028 -9.520 15.513
H 5.754 -4.634 18.013
H 7.381 -5.109 17.775
H 6.310 -5.313 16.482
H 5.030 -7.078 17.839
H 6.826 -6.102 20.107
H 5.046 -6.228 20.050
H 5.975 -7.695 20.131
H 8.195 -8.263 19.719
H 9.665 -11.336 17.667
H 9.833 -10.144 20.533
H 8.829 -11.558 20.087
H 10.625 -11.607 20.059
H 10.967 -8.900 19.032
H 11.827 -10.157 18.114
H 10.935 -9.009 17.259
H 7.713 -11.985 16.468
H 8.334 -11.286 11.263
H 9.500 -13.193 13.284
H 10.645 -10.296 13.418
H 11.589 -11.777 13.128
H 10.336 -11.235 11.975
H 10.006 -11.476 15.747
H 9.141 -13.002 15.768
H 10.853 -12.875 15.320
H 5.700 -10.165 10.573
H 6.528 -7.311 11.442
H 7.566 -8.304 10.361
H 5.956 -7.898 9.807
H 4.493 -8.047 12.375
H 3.771 -9.189 11.180
H 4.241 -9.691 12.822
H 2.408 -11.734 16.597
H 4.094 -13.705 16.978
H 6.640 -13.609 15.253
H 5.481 -14.982 15.489
H 4.986 -13.564 14.584
H 7.033 -13.291 17.671
H 5.738 -12.555 18.696
H 5.809 -14.306 18.473
H 2.702 -8.311 14.777
H 2.564 -8.254 17.887
H 3.216 -7.110 16.689
H 1.428 -7.348 16.922
H 0.641 -9.984 16.423
H 0.335 -8.773 15.105
H 1.074 -10.249 14.693
Cl 2.039 -6.284 11.827
C 3.060 -4.800 11.865
Cl 4.642 -5.078 12.677
H 2.653 -3.995 12.432
H 3.227 -4.478 10.798
Br 14.117 -7.295 11.737
C 12.429 -7.131 12.636
C 12.216 -6.463 13.848
C 10.913 -6.366 14.312
C 9.818 -6.921 13.626
C 10.061 -7.535 12.431
C 11.362 -7.686 11.929
C 8.460 -6.821 14.282
O 8.388 -6.261 15.368
O 7.411 -7.304 13.739
H 13.049 -6.058 14.416
H 10.655 -5.926 15.281
H 9.221 -7.916 11.865
H 11.538 -8.292 11.058
*
```

- LUMO energy (alpha / beta) (eV) = -1.8 / -6.0
- ⟨S²⟩ = 6.0158
- HOMO level (alpha / beta) (eV) = -11.01 / -11.01
- calculated total energy (eV) = -148938.9595

=====

The following is a DFT calculation (wB97M-V/def2-TZVPD) of the molecule C23H31N7O2 in a non-equilibrium geometry.

```
! RIJCOSX wB97M-V def2-TZVPD def2/J DEFGRID3
* xyz 0 1
C -7.614 -2.470 -0.584
C -7.831 -1.006 -0.198
C -6.512 -0.310 -0.027
C -5.893 0.313 -1.104
C -4.659 0.917 -0.964
C -4.008 0.909 0.269
C -2.710 1.536 0.445
C -1.910 2.185 -0.524
C -0.787 2.597 0.160
C 0.432 3.281 -0.209
O 0.712 3.667 -1.335
N 1.298 3.467 0.852
C 2.600 4.067 0.627
C 3.561 2.994 0.074
O 4.393 2.454 0.771
N 3.354 2.729 -1.226
C 3.911 1.563 -1.875
C 2.823 0.516 -2.136
C 2.122 0.013 -0.854
N 2.667 -1.151 -0.198
C 2.558 -2.389 -0.937
C 2.843 -3.553 0.009
N 4.181 -3.425 0.554
C 4.531 -4.553 1.387
C 4.294 -2.167 1.272
C 4.013 -1.009 0.320
N 1.072 3.060 2.108
C -0.007 2.445 2.404
N -0.963 2.185 1.466
N -2.108 1.555 1.636
C -4.627 0.283 1.352
C -5.859 -0.317 1.201
H -8.568 -2.977 -0.705
H -7.063 -2.537 -1.520
H -7.042 -2.984 0.185
H -8.414 -0.510 -0.977
H -8.397 -0.960 0.735
H -6.388 0.327 -2.065
H -4.203 1.397 -1.816
H -2.111 2.335 -1.563
H 2.971 4.416 1.590
H 2.493 4.890 -0.082
H 2.563 3.170 -1.685
H 4.360 1.868 -2.826
H 4.692 1.175 -1.221
H 3.262 -0.328 -2.668
H 2.071 0.965 -2.789
H 2.114 0.817 -0.112
H 1.080 -0.223 -1.095
H 1.543 -2.479 -1.334
H 3.273 -2.443 -1.777
H 2.778 -4.496 -0.540
H 2.080 -3.558 0.809
H 3.869 -4.659 2.262
H 5.554 -4.431 1.739
H 4.472 -5.466 0.795
H 5.310 -2.080 1.663
H 3.584 -2.122 2.117
H 4.095 -0.062 0.856
H 4.767 -1.037 -0.484
H -0.173 2.123 3.417
H -4.120 0.281 2.304
H -6.328 -0.797 2.049
*
```

- LUMO energy (eV) = 0.2
- HOMO level (eV) = -8.24
- calculated total energy (eV) = -38879.9125
- SMILES = CCc1ccc(-c2cc3c(=O)n(CC(=O)NCCCN4CCN(C)CC4)ncn3n2)cc1

=====

The following is a DFT calculation (wB97M-V/def2-TZVPD) of a structure of composition C27H19Cl5N6Ru in a non-equilibrium geometry.

```
! RIJCOSX wB97M-V def2-TZVPD def2/J DEFGRID3
* xyz 1 2
Ru -1.812 0.043 -0.163
C 3.330 -5.074 0.732
C 2.494 -3.863 0.419
C 2.834 -2.986 -0.610
C 2.063 -1.880 -0.885
C 0.900 -1.569 -0.160
N 0.196 -0.390 -0.467
C 1.045 0.678 -0.828
C 2.208 0.929 -0.093
C 3.068 1.957 -0.408
C 2.807 2.799 -1.491
C 3.707 3.957 -1.824
C 1.651 2.561 -2.212
C 0.786 1.523 -1.884
N -0.395 1.377 -2.642
C -0.538 1.623 -3.960
C -1.879 1.573 -4.252
C -2.496 1.281 -3.035
N -1.592 1.158 -2.068
C 0.537 -2.484 0.812
C 1.324 -3.597 1.100
N -0.676 -2.328 1.523
C -0.961 -2.793 2.747
C -2.331 -2.799 2.889
C -2.807 -2.312 1.677
N -1.802 -2.013 0.844
H 4.391 -4.854 0.612
H 3.091 -5.895 0.053
H 3.160 -5.424 1.749
H 3.712 -3.183 -1.214
H 2.338 -1.226 -1.701
H 2.413 0.298 0.763
H 3.944 2.128 0.205
H 4.750 3.718 -1.623
H 3.448 4.824 -1.212
H 3.608 4.248 -2.869
H 1.394 3.220 -3.034
H 0.315 1.791 -4.594
H -2.344 1.723 -5.210
H -3.544 1.165 -2.817
H 0.992 -4.291 1.864
H -0.181 -3.070 3.436
H -2.904 -3.106 3.747
H -3.826 -2.194 1.362
Cl -0.052 3.259 0.402
C -1.166 2.666 1.571
C -1.973 1.569 1.283
C -2.985 1.313 2.200
Cl -4.244 0.221 1.702
C -3.105 1.956 3.423
Cl -4.326 1.495 4.534
C -2.225 2.990 3.721
Cl -2.356 3.829 5.207
C -1.284 3.375 2.770
Cl -0.289 4.738 3.070
N -4.183 -1.572 -1.735
C -3.380 -0.907 -1.246
H -4.848 -2.175 -2.178
*
```

- LUMO energy (alpha / beta) (eV) = -4.3 / -4.0
- ⟨S²⟩ = 0.7615
- HOMO level (alpha / beta) (eV) = -10.23 / -10.24
- calculated total energy (eV) = -102433.7595